A cluster of 2 separate species, C8H6Cl3NO3 in total in a non-equilibrium geometry. Source: OMol25; level of theory: ωB97M-V/def2-TZVPD.

## Properties
Relative energy (zero: lowest compared OMol25 entry of this formula, charge and spin) (kJ/mol): 43.5
SMILES: O=C(c1ccccc1)C(Cl)(Cl)Cl.O=NO
Charge: 0
E_HOMO (eV): -9.6
Frontier orbital gap (eV): 8.888
DFT total energy (eV): -53588.8862
F_max (hartree/bohr): 0.1038

Last column: natural (NBO) charge in e.
Positions of all 21 atoms, in Å:
O1 -1.79836 1.25665 1.17832  -0.548
C1 -1.56169 0.22541 0.55687  0.541
C2 -0.24958 -0.25614 0.20016  -0.211
C3 0.14664 -1.03718 -0.96227  -0.126
C4 1.35148 -1.67775 -0.99583  -0.245
C5 2.30587 -1.44792 0.03434  -0.131
C6 2.02418 -0.54066 1.04955  -0.241
C7 0.79973 0.01932 1.07369  -0.088
C8 -2.78965 -0.60291 0.02446  -0.211
Cl1 -4.21286 -0.21457 0.91903  0.083
Cl2 -2.93614 -0.03101 -1.67286  0.018
Cl3 -2.61754 -2.33828 0.04130  0.061
H1 -0.57582 -1.02065 -1.70057  0.214
H2 1.55961 -2.11471 -1.95381  0.227
H3 3.10122 -2.10090 0.10088  0.211
H4 2.80123 -0.01614 1.63161  0.231
H5 0.47352 0.48914 1.94344  0.212
O2 1.41760 3.14220 -1.56128  -0.272
N1 0.56396 3.33972 -0.78933  0.355
O3 0.48160 2.37649 0.21976  -0.567
H6 -0.28500 2.54988 0.66252  0.489